No. 1
{"formula": "C4H10O", "method": "ωB97M-V/def2-TZVPD", "largest_force_ha_per_bohr": 0.1317, "orbital_gap_ev": 10.3, "lumo_energy_ha": 0.02531, "e_homo_ev": -9.6, "smiles": "C=CC.CO", "charge": 0, "symbols": ["C", "O", "H", "H", "H", "H", "C", "C", "C", "H", "H", "H", "H", "H", "H"], "positions_angstrom": [[3.245, -0.762, -2.695], [2.105, -1.660, -2.545], [2.661, 0.124, -3.090], [3.683, -0.417, -1.829], [3.868, -0.999, -3.457], [1.317, -1.217, -2.210], [-2.816, 1.600, 1.594], [-1.568, 0.948, 1.783], [-1.414, -0.093, 2.564], [-3.447, 1.772, 2.485], [-2.616, 2.593, 1.195], [-3.459, 0.924, 0.954], [-0.773, 1.209, 0.928], [-0.478, -0.469, 2.648], [-2.284, -0.400, 3.253]]}

***

No. 2
{"formula": "C4H10O", "method": "ωB97M-V/def2-TZVPD", "largest_force_ha_per_bohr": 0.0616, "orbital_gap_ev": [12.1, 5.6], "lumo_energy_ha": [-0.13353, -0.37209], "multiplicity": 2, "e_homo_ev": [-15.8, -15.7], "charge": 1, "symbols": ["C", "O", "C", "C", "C", "H", "H", "H", "H", "H", "H", "H", "H", "H", "H"], "positions_angstrom": [[0.228, -1.666, 0.622], [1.493, -2.215, 0.722], [0.386, -0.413, -0.220], [-0.586, 0.766, 0.219], [-0.625, 2.017, -0.692], [-0.607, -2.295, 0.134], [0.086, -1.520, 1.682], [1.968, -2.373, -0.140], [0.107, -0.678, -1.248], [1.420, -0.163, 0.011], [-0.433, 1.010, 1.230], [-1.624, 0.363, 0.189], [0.200, 2.633, -0.249], [-1.494, 2.661, -0.482], [-0.517, 1.874, -1.777]]}

***

No. 3
{"formula": "C4H10O2", "method": "ωB97M-V/def2-TZVPD", "largest_force_ha_per_bohr": 0.0141, "orbital_gap_ev": 10.6, "lumo_energy_ha": 0.02735, "e_homo_ev": -9.9, "smiles": "C/C=C/CO.O", "charge": 0, "symbols": ["C", "C", "O", "C", "C", "H", "H", "H", "H", "H", "H", "H", "H", "H", "H", "O"], "positions_angstrom": [[-0.607, 2.317, -1.139], [1.459, -0.546, 0.477], [0.748, -1.693, 0.990], [0.555, 0.621, 0.289], [0.199, 1.083, -0.902], [-0.345, 2.772, -2.096], [-0.441, 3.037, -0.349], [-1.671, 2.097, -1.130], [1.924, -0.806, -0.474], [2.196, -0.243, 1.229], [1.342, -2.440, 0.875], [0.226, 1.204, 1.151], [0.443, 0.482, -1.787], [-1.975, -0.608, -0.382], [-1.188, -1.532, 0.580], [-2.073, -1.312, 0.264]]}

***

No. 4
{"formula": "C4H10O2", "method": "ωB97M-V/def2-TZVPD", "largest_force_ha_per_bohr": 0.0764, "orbital_gap_ev": 9.4, "lumo_energy_ha": 0.03635, "e_homo_ev": -8.5, "smiles": "COC[C@@H](C)O", "charge": 0, "symbols": ["C", "O", "C", "C", "C", "O", "H", "H", "H", "H", "H", "H", "H", "H", "H", "H"], "positions_angstrom": [[2.287, -0.928, -0.323], [1.312, -0.221, 0.402], [0.437, 0.528, -0.429], [-0.772, 0.953, 0.455], [-2.305, 0.250, 0.010], [-0.947, 0.050, 1.552], [1.827, -1.596, -1.068], [2.973, -0.247, -0.846], [2.859, -1.532, 0.388], [0.085, -0.119, -1.244], [0.994, 1.366, -0.895], [-0.410, 1.912, 0.960], [-2.683, -0.732, 0.464], [-2.190, 0.049, -1.038], [-3.060, 0.973, 0.279], [-0.408, -0.706, 1.334]]}

***

No. 5
{"formula": "C4H10O2", "method": "ωB97M-V/def2-TZVPD", "largest_force_ha_per_bohr": 0.0962, "orbital_gap_ev": 8.7, "lumo_energy_ha": 0.03508, "e_homo_ev": -7.7, "charge": 0, "symbols": ["C", "C", "C", "C", "O", "O", "H", "H", "H", "H", "H", "H", "H", "H", "H", "H"], "positions_angstrom": [[0.324, -0.246, -0.086], [-0.893, 0.444, -0.217], [1.545, 0.315, 0.572], [-1.146, -0.221, 1.522], [0.405, 0.398, -1.955], [0.177, -0.827, -2.718], [0.041, -0.468, -3.603], [0.309, -1.317, -0.266], [-1.658, -0.023, -0.823], [-0.891, 1.518, -0.077], [1.429, 1.373, 0.803], [2.373, 0.202, -0.128], [1.795, -0.233, 1.481], [-2.230, -0.152, 1.525], [-0.715, 0.483, 2.226], [-0.865, -1.248, 1.744]]}

***

No. 6
{"formula": "C4H10O2", "method": "ωB97M-V/def2-TZVPD", "largest_force_ha_per_bohr": 0.0953, "orbital_gap_ev": 3.5, "lumo_energy_ha": -0.13578, "e_homo_ev": -7.2, "charge": 0, "symbols": ["C", "C", "C", "C", "H", "H", "H", "H", "H", "H", "H", "H", "O", "H", "H", "O"], "positions_angstrom": [[0.334, 1.145, -0.026], [-1.184, 1.157, 0.235], [-1.741, -0.156, 0.084], [-3.102, -0.498, -0.124], [0.701, 0.925, -1.016], [0.696, 2.067, 0.399], [0.707, 0.361, 0.594], [-1.053, -0.982, 0.075], [-3.471, -1.505, -0.099], [-3.728, 0.269, -0.389], [-1.806, 2.049, 0.097], [3.717, 0.197, 1.008], [3.000, 0.232, 0.364], [2.471, -2.472, -0.718], [2.534, -1.074, 0.026], [1.924, -1.714, -0.511]]}

***

No. 7
{"formula": "C4H10O2", "method": "ωB97M-V/def2-TZVPD", "largest_force_ha_per_bohr": 0.0415, "orbital_gap_ev": 10.6, "lumo_energy_ha": 0.02951, "e_homo_ev": -9.8, "smiles": "OCCCCO", "charge": 0, "symbols": ["O", "C", "C", "C", "C", "O", "H", "H", "H", "H", "H", "H", "H", "H", "H", "H"], "positions_angstrom": [[-1.800, 1.017, -1.061], [-1.718, 0.081, -0.004], [-0.515, -0.899, -0.006], [0.786, -0.500, 1.264], [1.534, 0.600, 0.543], [0.943, 0.706, -0.771], [-0.914, 1.390, -1.175], [-1.713, 0.590, 0.967], [-2.655, -0.487, -0.079], [-0.379, -1.143, -1.104], [-0.739, -1.832, 0.459], [1.447, -1.342, 1.585], [0.310, -0.160, 2.216], [2.607, 0.431, 0.410], [1.385, 1.591, 0.981], [1.360, 0.082, -1.377]]}

***

No. 8
{"formula": "C4H10O2", "method": "ωB97M-V/def2-TZVPD", "largest_force_ha_per_bohr": 0.1088, "orbital_gap_ev": 9.7, "lumo_energy_ha": 0.02722, "e_homo_ev": -8.9, "smiles": "C=CO.CCO", "charge": 0, "symbols": ["C", "O", "C", "H", "H", "H", "H", "H", "H", "C", "C", "O", "H", "H", "H", "H"], "positions_angstrom": [[-0.823, -1.686, -0.732], [0.335, -0.806, -0.439], [-1.548, -2.005, 0.624], [-0.504, -2.614, -1.263], [-1.350, -1.045, -1.497], [0.992, -1.092, -1.004], [-2.606, -2.534, 0.537], [-1.646, -0.943, 1.210], [-1.118, -2.869, 1.185], [0.456, 2.025, -0.915], [1.184, 1.756, 0.148], [0.633, 1.288, 1.378], [0.853, 1.992, -1.822], [-0.635, 2.410, -0.785], [2.268, 1.869, 0.145], [0.383, 0.430, 1.025]]}

***

Sequential ΔE to the lowest compared entry with this formula, charge and spin output: 2.8370, 1.8364, 1.2658, 4.0871, 6.7862, 6.6388, 2.9217, 3.4984 eV
Sequential DFT total energy output: -233.540693, -233.229129, -308.851641, -308.747961, -308.648772, -308.654188, -308.790789, -308.769594 a.u.